P | {"formula": "C3H10N", "method": "ωB97M-V/def2-TZVPD", "homo_ev": [-14.5, -14.8], "gap_ha": [0.3532, 0.3574], "charge": 1, "species": ["C", "C", "C", "N", "H", "H", "H", "H", "H", "H", "H", "H", "H", "H"], "xyz": [[1.38310, 0.85442, 0.67904], [-0.83186, -0.60622, -1.52323], [-0.13072, 0.44288, 0.76005], [-0.59113, -0.70848, -0.06723], [2.05125, -0.04110, 0.67458], [1.64251, 1.51534, -0.18785], [1.47807, 1.50187, 1.57774], [-0.08914, -1.29937, -1.97594], [-1.88840, -0.86357, -1.80719], [-0.58710, 0.34789, -1.95265], [-0.87105, 1.15681, 0.75622], [-0.10305, 0.08710, 2.74524], [-1.37829, -1.05972, 0.49795], [0.12460, -1.38030, 0.06017]]}


Q | {"formula": "C3H10N", "method": "ωB97M-V/def2-TZVPD", "homo_ev": -15.9, "gap_ha": 0.3828, "charge": 1, "species": ["C", "H", "H", "H", "H", "C", "C", "N", "H", "H", "H", "H", "H", "H"], "xyz": [[2.87589, 1.66267, 0.06969], [2.76651, 1.35786, 1.12678], [2.44381, 2.66560, 0.03980], [2.23857, 1.00598, -0.58583], [3.87186, 1.71324, -0.34094], [-0.66768, -0.85863, -1.11999], [-1.33474, -0.69806, 1.19322], [-1.51287, -0.41226, -0.02889], [-0.01252, -0.10776, -1.66485], [-1.26758, -1.48943, -1.79902], [0.11731, -1.41089, -0.59704], [-0.51616, -1.37853, 1.48795], [-2.07172, -0.38353, 1.91079], [-2.25057, 0.23647, -0.34246]]}


Computed energies relative to the best structure, in kJ/mol: P 290.5; Q 0.0


P | {"formula": "C3H10N", "method": "ωB97M-V/def2-TZVPD", "homo_ev": -13.9, "gap_ha": 0.3635, "charge": 1, "species": ["N", "H", "H", "H", "H", "C", "C", "C", "H", "H", "H", "H", "H", "H"], "xyz": [[0.92592, -1.04285, -2.00230], [0.09868, -1.13141, -2.64942], [1.25394, -2.05341, -1.70602], [1.67937, -0.51447, -2.48994], [0.49108, -0.58700, -1.16586], [-1.22513, 0.27244, 2.05877], [-0.66236, 0.82488, 0.76881], [0.54100, 0.68687, 0.08374], [-1.80986, -0.62333, 1.89884], [-0.43542, -0.02437, 2.77240], [-1.60117, 1.15040, 2.70149], [-1.43589, 1.38819, 0.07458], [0.74775, 1.49700, -0.65273], [1.43206, 0.15707, 0.30763]]}


Q | {"formula": "C3H10N", "method": "ωB97M-V/def2-TZVPD", "homo_ev": -15.1, "gap_ha": 0.3324, "charge": 1, "species": ["C", "H", "H", "H", "H", "C", "C", "N", "H", "H", "H", "H", "H", "H"], "xyz": [[-2.10777, 3.33801, -0.51151], [-2.53720, 2.39110, -0.18545], [-2.63944, 4.19118, -0.08691], [-1.14217, 3.43516, -0.00220], [-2.02017, 3.36656, -1.58952], [0.09504, -2.07900, 0.49226], [2.29136, -1.46028, -0.29356], [1.53579, -1.93742, 0.62725], [-0.41445, -1.73184, 1.39538], [-0.19993, -1.36838, -0.28118], [-0.22074, -3.12473, 0.44346], [2.04504, -1.47195, -1.35297], [3.26867, -1.08240, 0.00579], [2.04596, -2.46602, 1.33916]]}


Computed energies relative to the best structure, in kJ/mol: P 9.7; Q 0.0


P | {"formula": "C4H5ClN2", "method": "ωB97M-V/def2-TZVPD", "homo_ev": [-8.0, -8.0], "gap_ha": [0.2987, 0.2987], "species": ["C", "C", "C", "C", "N", "N", "Cl", "H", "H", "H", "H", "H"], "xyz": [[2.20627, -0.16070, 0.49416], [-0.14190, 0.19823, -0.81651], [-0.36572, -0.56858, 0.50210], [0.82479, 0.38423, 0.37889], [4.23374, 1.57720, 0.12273], [3.34666, 0.78452, 0.16590], [2.64181, -1.72315, -0.15050], [0.20047, -0.44458, -1.71519], [-0.87534, 0.94140, -1.14840], [-1.17160, -0.41030, 1.07562], [-0.22866, -1.66415, 0.53745], [0.87017, 1.26410, 0.98234]]}


Q | {"formula": "C4H5ClN2", "method": "ωB97M-V/def2-TZVPD", "homo_ev": [-7.9, -8.7], "gap_ha": [0.2488, 0.2676], "species": ["C", "C", "C", "C", "N", "N", "Cl", "H", "H", "H", "H", "H"], "xyz": [[1.19198, -0.17522, 0.56514], [0.19448, -0.75946, 1.28173], [0.62762, 0.32697, -0.66464], [-1.04548, -0.41995, 0.69505], [-0.86665, 0.34558, -0.37704], [-1.77222, 1.21803, -0.75747], [1.77208, -1.09360, -1.84092], [2.24760, -0.26288, 0.72853], [0.31395, -1.35076, 2.16926], [0.95620, 1.21443, -1.18440], [-2.02634, -0.62498, 1.07357], [-1.59324, 1.58184, -1.68879]]}


Computed energies relative to the best structure, in kJ/mol: P 25.0; Q 0.0


P | {"formula": "C6H10OSi", "method": "ωB97M-V/def2-TZVPD", "homo_ev": -9.0, "gap_ha": 0.3609, "species": ["C", "C", "C", "C", "C", "C", "O", "Si", "H", "H", "H", "H", "H", "H", "H", "H", "H", "H"], "xyz": [[-1.61638, -1.40418, 0.33462], [-0.35334, 2.73739, -0.88449], [-0.62794, -1.29889, 1.25085], [-0.56142, 1.84894, 0.09978], [1.85008, 0.25254, -0.50423], [1.78750, -1.16052, -0.87379], [2.45110, 1.07331, -1.13926], [0.66946, 0.67006, 0.98194], [-2.28129, -2.30268, 0.26857], [-1.73544, -0.76685, -0.48710], [-1.05418, 3.41808, -1.17389], [0.66637, 2.79386, -1.34221], [-0.53352, -2.10187, 2.03681], [-1.53727, 1.71546, 0.49638], [2.47621, -1.48958, -1.77830], [2.25315, -1.75173, 0.02796], [0.77862, -1.55261, -0.97410], [1.20321, 1.34578, 2.08306]]}


Q | {"formula": "C6H10OSi", "method": "ωB97M-V/def2-TZVPD", "homo_ev": [-8.5, -6.2], "gap_ha": [0.3115, 0.2114], "species": ["C", "C", "C", "C", "C", "C", "O", "Si", "H", "H", "H", "H", "H", "H", "H", "H", "H", "H"], "xyz": [[-2.41776, 2.30132, -0.52663], [-1.09201, 1.89529, -0.60505], [-3.06380, 1.37032, 0.16953], [-0.97177, 0.70138, 0.03222], [-0.09727, -2.25507, 0.69883], [2.05032, 0.21226, -0.13564], [-2.18055, 0.39392, 0.61979], [0.36541, -0.60248, 0.08144], [-3.04727, 3.08884, -1.09267], [-0.34274, 2.46813, -1.15799], [-4.18377, 1.28427, 0.48563], [-1.14121, -2.38288, 0.83853], [0.26015, -3.03978, 0.00950], [0.47697, -2.40756, 1.65248], [2.06445, 1.23324, 0.17235], [3.06597, -0.11339, 0.11081], [2.04718, 0.36341, -1.18620], [-0.15933, -0.94061, -2.96198]]}


Computed energies relative to the best structure, in kJ/mol: P 0.0; Q 124.4


P | {"formula": "CH2N4O3", "method": "ωB97M-V/def2-TZVPD", "homo_ev": -10.6, "gap_ha": 0.3843, "species": ["N", "C", "N", "N", "O", "N", "O", "O", "H", "H"], "xyz": [[-0.94870, -1.90847, 1.81550], [-1.02907, -1.17136, 0.91342], [-1.12005, -0.21020, -0.01110], [-0.13413, 0.52545, -0.43797], [0.35978, 1.51090, 0.62075], [1.07391, -0.26862, -0.94455], [0.84366, -1.38951, -1.20623], [2.07226, 0.36604, -1.01975], [-1.97815, 0.18910, -0.01470], [0.86048, 2.35666, 0.28463]]}


Q | {"formula": "CH2N4O3", "method": "ωB97M-V/def2-TZVPD", "homo_ev": [-10.2, -10.1], "gap_ha": [0.3042, 0.2931], "species": ["C", "N", "N", "N", "N", "O", "O", "O", "H", "H"], "xyz": [[-1.80633, -0.45866, 0.09844], [-2.14957, 0.56465, 0.58959], [-1.01036, -1.22604, -0.47038], [0.45374, 0.25986, -0.94984], [1.47213, -0.28672, 0.15560], [1.85566, -1.34865, -0.19115], [1.69829, 0.43993, 1.08561], [-0.12197, 1.38183, -0.58073], [-1.27098, -1.46074, -1.43354], [0.21166, 1.90996, 0.19312]]}


Computed energies relative to the best structure, in kJ/mol: P 0.0; Q 107.3


P | {"formula": "C5H8N2O2", "method": "ωB97M-V/def2-TZVPD", "homo_ev": -9.3, "gap_ha": 0.3648, "species": ["H", "N", "N", "C", "C", "C", "C", "O", "C", "O", "H", "H", "H", "H", "H", "H", "H"], "xyz": [[-1.26087, 3.30606, -1.13843], [-1.48096, 2.63014, -0.49162], [-0.69618, 1.68770, -0.33620], [-1.06859, 0.72085, 0.62810], [-1.14203, -0.67609, -0.08555], [0.11109, -1.48216, 0.12639], [1.28701, -0.67184, -0.43826], [2.60406, -1.28973, -0.31965], [2.50205, -0.10300, 0.17538], [3.10653, 0.74542, 0.70596], [-2.03597, 0.89094, 1.24074], [-0.37377, 0.58906, 1.45110], [-1.24023, -0.42339, -1.17942], [-1.82610, -1.32540, 0.51980], [0.32986, -1.74393, 1.11679], [0.14243, -2.33101, -0.49420], [1.04168, -0.52364, -1.48091]]}


Q | {"formula": "C5H8N2O2", "method": "ωB97M-V/def2-TZVPD", "homo_ev": -9.7, "gap_ha": 0.3502, "species": ["C", "O", "C", "N", "O", "H", "H", "H", "H", "H", "C", "C", "C", "N", "H", "H", "H"], "xyz": [[-2.37284, -0.99588, 0.67858], [-2.68692, 0.38185, 0.61140], [-2.36811, 1.10733, -0.47981], [-1.63824, 0.48114, -1.44692], [-2.77020, 2.23734, -0.58229], [-2.75950, -1.53118, -0.19214], [-2.86373, -1.36132, 1.57927], [-1.29455, -1.16052, 0.76242], [-0.98270, -0.24914, -1.20605], [-1.35250, 1.08593, -2.19996], [3.90402, 0.52769, 0.21265], [2.96286, -0.21189, 0.78918], [1.76825, -0.55757, 0.13124], [0.79186, -0.84958, -0.39639], [4.81015, 0.78653, 0.73292], [3.79644, 0.89683, -0.79415], [3.05571, -0.58758, 1.80007]]}


Computed energies relative to the best structure, in kJ/mol: P 304.2; Q 0.0


P | {"formula": "C5H9N2S", "method": "ωB97M-V/def2-TZVPD", "homo_ev": -12.6, "gap_ha": 0.3106, "charge": 1, "species": ["C", "C", "C", "C", "C", "N", "N", "S", "H", "H", "H", "H", "H", "H", "H", "H", "H"], "xyz": [[0.89930, 0.66927, 1.06542], [0.48568, -0.38363, 1.81612], [-0.25431, -1.68400, -0.08864], [-0.27871, -0.31255, -0.81076], [0.33348, 1.98573, -0.96982], [0.38846, 0.72576, -0.37702], [-0.11533, -1.48961, 1.28974], [-1.16906, -0.27687, -2.27015], [1.64758, 1.39332, 1.40448], [0.72954, -0.52309, 2.85931], [-1.12988, -2.21959, -0.37956], [0.74481, -2.21311, -0.58773], [-0.33972, 2.00233, -1.92250], [-0.30415, 2.46049, -0.09506], [1.25680, 2.46288, -1.18081], [-0.59098, -2.16702, 1.94671], [-1.56443, -1.50994, -2.18785]]}


Q | {"formula": "C5H9N2S", "method": "ωB97M-V/def2-TZVPD", "homo_ev": [-12.5, -12.5], "gap_ha": [0.2496, 0.2496], "charge": 1, "species": ["C", "C", "C", "C", "C", "N", "N", "S", "H", "H", "H", "H", "H", "H", "H", "H", "H"], "xyz": [[-0.88874, 0.31600, 0.92859], [0.15147, 1.29780, 0.98645], [1.18042, 0.76776, -1.16532], [1.92864, -0.47711, -0.94264], [-2.15710, -1.30423, -0.18486], [-1.09980, -0.37576, -0.12427], [0.97754, 1.57224, 0.01867], [2.13286, -1.08630, 0.57130], [-1.48382, 0.19468, 1.83796], [0.24023, 1.85382, 1.91120], [1.67559, 1.35022, -1.94342], [0.19716, 0.43110, -1.53787], [-2.90263, -0.91508, -0.88483], [-1.77850, -2.22922, -0.62320], [-2.64432, -1.49168, 0.77691], [1.68042, 2.29285, 0.17906], [2.79058, -2.19709, 0.19626]]}


Computed energies relative to the best structure, in kJ/mol: P 0.0; Q 205.4